# 1
Here is the ion C24H28NO2 with charge +1 from the Open Molecules 2025 dataset. Energies are from wB97M-V/def2-TZVPD.

XYZ file:
```
55
Properties=species:S:1:pos:R:3:mulliken_charge:R:1
C -5.318 -1.093 -1.100 -0.9965
H -5.291 -1.576 -2.081 0.3749
H -5.461 -0.016 -1.225 0.3826
H -6.145 -1.501 -0.521 0.2627
O -4.157 -1.379 -0.351 -0.4291
C -2.959 -1.009 -0.838 0.9209
C -2.747 -0.313 -2.016 -0.5680
C -1.463 0.041 -2.412 -1.0635
C -0.376 -0.308 -1.637 -0.3954
C -0.572 -1.025 -0.452 -0.1378
C -1.841 -1.384 -0.043 0.6785
O -2.135 -2.074 1.078 -0.4569
C -1.081 -2.574 1.867 -0.8429
H -0.434 -3.245 1.294 0.3943
H -0.483 -1.764 2.297 0.2429
H -1.558 -3.134 2.669 0.2483
H 0.287 -1.319 0.133 0.5424
C 1.020 0.126 -1.975 -0.8544
H 1.096 0.501 -2.997 0.4422
H 1.721 -0.702 -1.845 0.4738
N 1.423 1.215 -1.033 1.0855
H 1.049 0.936 -0.108 -0.6365
C 0.756 2.501 -1.356 -0.5271
C 0.468 3.294 -0.080 -1.2528
C -0.345 2.452 0.872 0.3043
C -1.686 2.191 0.609 -0.2246
C -2.424 1.391 1.461 -0.5783
C -1.830 0.833 2.582 -0.4729
C -0.497 1.085 2.852 -0.7930
C 0.243 1.890 1.999 -0.1338
H 1.273 2.120 2.240 0.4386
H -0.031 0.670 3.733 0.4700
H -2.411 0.212 3.245 0.4497
H -3.467 1.205 1.259 0.5014
H -2.156 2.635 -0.256 0.4515
H -0.089 4.191 -0.356 0.4612
H 1.395 3.616 0.397 0.4279
H 1.383 3.064 -2.049 0.4321
H -0.192 2.265 -1.842 0.3127
C 2.898 1.335 -0.904 -0.6589
C 3.495 0.068 -0.348 0.1551
C 4.419 -0.662 -1.085 -0.4057
C 4.960 -1.828 -0.571 -0.6667
C 4.572 -2.281 0.679 -0.4536
C 3.649 -1.560 1.419 -0.8375
C 3.115 -0.389 0.911 0.1278
H 2.411 0.174 1.507 0.3746
H 3.351 -1.905 2.397 0.4569
H 4.992 -3.189 1.079 0.4145
H 5.682 -2.383 -1.148 0.4065
H 4.725 -0.313 -2.061 0.4057
H 3.314 1.552 -1.890 0.4174
H 3.114 2.176 -0.240 0.3639
H -1.327 0.573 -3.341 0.4942
H -3.579 -0.038 -2.644 0.4706
```

As for the net charge: +1. As for the lowest unoccupied orbital energy: -0.0771 Ha. As for the total energy: -30921.54720 eV. The SMILES is COc1ccc(C[N@H+](CCc2ccccc2)Cc2ccccc2)cc1OC. The HOMO energy comes out at -10.966 eV.

---

# 2
Here is a cluster of 9 separate species, C4H24NO10 in total at a distorted geometry from the Open Molecules 2025 dataset. Energies are from wB97M-V/def2-TZVPD.

XYZ file:
```
39
Properties=species:S:1:pos:R:3:mulliken_charge:R:1
N -22.333 17.243 0.955 -0.0164
H -23.294 17.583 1.082 0.4387
H -21.705 18.052 0.918 0.3184
H -22.214 16.633 0.121 0.4534
H -22.039 16.730 1.797 -0.0239
C -22.955 15.403 4.183 0.5401
O -22.445 14.817 5.208 -0.8150
O -24.187 15.154 3.882 -0.8315
O -22.211 16.120 3.380 -0.7624
O -22.310 19.163 3.688 -0.6284
H -23.088 19.463 4.165 0.2798
H -22.399 18.187 3.667 0.3491
O -20.449 19.314 1.007 -0.6466
H -19.504 19.333 1.187 0.2912
H -20.805 20.066 1.499 0.2545
O -24.918 18.068 1.574 -0.6878
H -25.251 17.738 2.422 0.3191
H -25.305 18.944 1.473 0.2905
O -19.807 17.122 4.607 -0.7071
H -20.012 17.027 5.541 0.3081
H -20.608 16.774 4.157 0.4109
O -20.362 14.368 2.228 -0.7068
H -19.880 14.098 3.014 0.2871
H -21.095 14.922 2.582 0.3510
O -22.150 15.686 -1.205 -0.7071
H -21.798 16.102 -2.001 0.3151
H -21.631 14.875 -1.101 0.3341
C -18.518 16.589 -0.757 -0.9573
C -17.100 16.275 -0.332 0.3763
C -16.030 16.928 -1.174 -1.3155
O -16.980 16.786 1.014 -0.5190
H -18.665 16.255 -1.795 0.3687
H -18.789 17.649 -0.780 0.2551
H -19.297 16.092 -0.179 0.1765
H -16.966 15.196 -0.262 0.2725
H -16.232 17.987 -1.364 0.3026
H -15.930 16.509 -2.180 0.3642
H -15.054 16.878 -0.693 0.3461
H -17.160 17.729 0.942 0.3221
```

As for the net charge: -1. As for the lowest unoccupied orbital energy: 0.0773 Ha. As for the total energy: -26503.86601 eV. The HOMO energy comes out at -2.225 eV.

---

# 3
Here is a structure of composition C11H10BrInNO at a distorted geometry from the Open Molecules 2025 dataset. Energies are from wB97M-V/def2-TZVPD.

XYZ file:
```
25
Properties=species:S:1:pos:R:3:mulliken_charge:R:1
C -1.337 -0.820 -1.771 -0.3504
C -1.357 -1.817 -0.753 -0.6449
C -2.064 -1.278 0.389 -0.4466
H -0.905 -2.812 -0.809 0.4333
C -2.439 0.091 0.064 -0.6376
C -2.002 0.346 -1.275 -0.5021
H -2.114 1.297 -1.802 0.4046
H -0.850 -0.930 -2.744 0.4380
H -2.263 -1.800 1.342 0.4683
H -3.036 0.759 0.710 0.3832
In -0.012 -0.118 0.606 0.9079
Br 1.136 -2.572 1.615 -0.6064
C 2.077 1.207 0.478 -0.5152
C 1.249 1.994 -0.423 -0.7073
C 1.144 1.283 -1.644 -0.4148
H 0.820 2.980 -0.188 0.3524
C 1.857 0.046 -1.518 -0.6502
C 2.449 0.004 -0.223 -0.5942
H 3.080 -0.800 0.172 0.5739
H 2.387 1.497 1.499 0.5332
H 0.562 1.594 -2.512 0.4534
H 1.890 -0.770 -2.249 0.3888
O 0.007 -0.015 4.852 -0.6266
C -0.088 0.196 3.674 0.7672
N -0.191 0.439 2.508 -0.4079
```

As for the net charge: -1. As for the lowest unoccupied orbital energy: 0.1013 Ha. As for the total energy: -90324.35010 eV. The HOMO energy comes out at -4.829 eV.

---

# 4
Here is a structure of composition C32H23F12NO2SiV from the Open Molecules 2025 dataset. Energies are from wB97M-V/def2-TZVPD.

XYZ file:
```
72
Properties=species:S:1:pos:R:3:mulliken_charge:R:1
V 1.017 -1.355 -0.477 -0.0701
C -4.337 0.625 -4.555 -1.6990
C -3.137 0.519 -3.656 0.3332
C -2.375 1.623 -3.310 -1.0753
C -1.278 1.499 -2.482 -0.5725
C -0.877 0.273 -1.932 0.3001
N 0.200 0.242 -1.018 1.9611
C 0.739 1.439 -0.484 -0.0672
C -0.122 2.411 0.029 0.2907
C 0.343 3.611 0.521 -1.4407
C 1.704 3.895 0.526 0.4175
C 2.234 5.190 1.076 -1.6265
C 2.566 2.914 0.063 -1.0940
C 2.122 1.679 -0.406 -0.9470
C 3.160 0.616 -0.791 1.7635
O 2.658 -0.667 -0.670 -0.6952
C 3.602 0.806 -2.261 0.4744
F 4.546 -0.073 -2.610 -0.2689
F 4.076 2.034 -2.493 -0.2623
F 2.548 0.618 -3.062 -0.1905
C 4.400 0.632 0.155 0.3044
F 5.074 -0.513 0.069 -0.2501
F 4.010 0.773 1.428 -0.1542
F 5.263 1.622 -0.123 -0.2493
C -1.591 -0.874 -2.368 -0.4729
C -2.704 -0.712 -3.190 -0.9296
C -1.095 -2.290 -2.069 1.6907
O -0.479 -2.341 -0.833 -0.5947
C -0.031 -2.693 -3.141 0.4315
F -0.565 -3.143 -4.274 -0.2762
F 0.800 -3.633 -2.663 -0.2800
F 0.740 -1.633 -3.443 -0.1959
C -2.191 -3.387 -1.977 0.5089
F -1.633 -4.544 -1.610 -0.2619
F -3.086 -3.045 -1.043 -0.2479
F -2.864 -3.630 -3.111 -0.2504
H -4.742 1.637 -4.549 0.4102
H -4.078 0.378 -5.587 0.2951
H -5.127 -0.058 -4.243 0.3834
H -2.634 2.604 -3.691 0.4014
H -0.705 2.385 -2.257 0.4643
H -1.185 2.205 0.037 0.7689
H -0.363 4.333 0.912 0.3612
H 1.490 5.982 1.002 0.4148
H 2.501 5.082 2.130 0.2616
H 3.129 5.510 0.542 0.4111
H 3.627 3.118 0.086 0.6012
H -3.251 -1.585 -3.508 0.6528
C -1.135 -5.067 3.813 -0.4089
C 0.073 -4.602 4.313 -0.5772
C 0.673 -3.486 3.747 -0.5013
C 0.078 -2.815 2.675 0.4811
C -1.132 -3.305 2.178 0.1754
C -1.736 -4.418 2.743 -0.8920
Si 0.899 -1.263 2.012 0.7100
C 0.020 0.293 2.579 0.3352
C 0.718 1.341 3.177 -0.1602
C 0.055 2.478 3.620 -0.6877
C -1.321 2.579 3.476 -0.4557
C -2.032 1.545 2.879 -0.7670
C -1.364 0.416 2.430 -0.2186
H -1.604 -5.939 4.251 0.3813
H 0.549 -5.107 5.144 0.3879
H 1.617 -3.133 4.147 0.3356
H -1.602 -2.827 1.326 0.1665
H -2.672 -4.784 2.341 0.4316
H 2.293 -1.238 2.521 -0.3638
H 1.794 1.272 3.298 0.3461
H 0.614 3.282 4.083 0.4450
H -1.841 3.460 3.831 0.4157
H -3.106 1.619 2.765 0.4239
H -1.931 -0.382 1.962 0.2673
```

As for the lowest unoccupied orbital energy (spin up / spin down): -0.0310 / -0.0099 Ha. The spin multiplicity is 2. As for the total energy: -105320.50757 eV. The HOMO energy (spin up / spin down) comes out at -7.937 / -8.044 eV.